A.
14
Properties=species:S:1:pos:R:3 method="wB97M-V/def2-TZVPD" gap_ev=8.427 lumo_energy_ev=0.7
C 0.00 0.37 0.02
N 0.55 1.27 0.84
N -0.26 0.87 -1.18
N -1.15 -1.58 -0.41
N -0.57 -0.75 0.49
O 0.91 -3.22 0.66
O 1.65 -1.42 -0.77
S 0.89 -2.68 -0.73
H 0.68 2.14 0.47
H 1.05 0.98 1.71
H 0.43 0.98 -1.97
H -1.00 0.35 -1.67
H -1.84 -2.17 0.09
H -0.31 -1.14 1.38

---

B.
14
Properties=species:S:1:pos:R:3 method="wB97M-V/def2-TZVPD" gap_ev=9.902 lumo_energy_ev=0.8
C 1.08 -0.38 -0.63
N 2.44 -0.72 -0.46
N 0.75 0.74 -1.35
N -1.14 -0.61 0.15
N 0.28 -1.15 -0.04
O -2.90 0.21 1.47
O -0.87 1.81 0.92
S -1.16 0.44 1.43
H 3.12 -0.68 -1.26
H 2.45 -1.56 0.18
H 1.34 1.49 -1.01
H -0.21 0.94 -1.13
H -1.83 -1.60 0.31
H -3.35 1.07 1.42

---

Result of the stability comparison: B is the least stable of them.

---

A.
40
Properties=species:S:1:pos:R:3 method="wB97M-V/def2-TZVPD" gap_ev=9.224 lumo_energy_ev=-2.4 total_charge=+1
C -0.97 -2.52 0.66
C -0.37 -1.16 0.42
C 0.04 -0.37 1.66
C 1.37 0.40 1.48
C 1.36 1.70 0.66
C 1.43 2.95 1.57
N 0.31 3.17 2.43
N -1.36 -0.31 -0.41
H -0.19 -3.08 1.17
H -1.90 -2.43 1.21
H -1.24 -3.09 -0.23
H 0.49 -1.22 -0.26
H -0.78 0.16 2.16
H 0.25 -1.09 2.47
H 2.18 -0.30 1.29
H 1.56 0.64 2.55
H 0.41 1.72 0.11
H 2.20 1.75 -0.03
H 2.38 2.86 2.11
H 1.56 3.82 0.91
H -0.55 3.59 2.11
H 0.07 2.33 2.94
H -1.57 0.60 -0.01
H -2.24 -0.74 -0.69
H -0.84 -0.04 -1.29
H 4.39 -1.61 -1.35
H 3.07 -0.59 -1.28
O 3.47 -1.43 -1.50
H 2.68 -1.14 -3.27
H 2.15 -0.44 -4.45
O 1.90 -0.62 -3.54
H -0.32 1.44 -3.16
H 0.28 0.07 -3.19
O -0.49 0.56 -2.82
H -4.14 -2.00 -2.08
H -3.09 -1.27 -2.93
O -3.31 -1.51 -2.02
H -3.48 -1.03 2.35
H -3.50 0.47 2.42
O -3.20 -0.25 1.84

---

B.
40
Properties=species:S:1:pos:R:3 method="wB97M-V/def2-TZVPD" gap_ev=9.651 lumo_energy_ev=-2.6 total_charge=+1
N -2.04 -0.91 0.24
C -0.56 -0.85 -0.17
C -0.55 -0.69 -1.71
C -1.20 0.55 -2.28
C 0.88 -0.90 -2.22
C 0.18 0.23 0.68
N 1.61 -0.07 0.69
C 2.20 0.01 2.01
H -2.30 0.09 0.42
H -2.00 -1.39 1.15
H -2.67 -1.45 -0.34
H -0.17 -1.82 0.11
H -1.11 -1.57 -2.04
H -0.52 1.40 -2.11
H -2.12 0.78 -1.75
H -1.39 0.47 -3.34
H 1.33 -1.77 -1.75
H 1.50 -0.02 -2.08
H 0.97 -1.02 -3.29
H -0.08 1.25 0.38
H -0.22 0.15 1.70
H 1.84 -0.98 0.28
H 2.26 1.02 2.42
H 1.61 -0.47 2.83
H 3.21 -0.40 2.02
H 2.26 -2.81 1.35
H 2.15 -4.02 0.51
O 1.65 -3.24 0.75
H -0.95 -3.22 2.29
H -0.64 -2.32 3.35
O -1.13 -2.29 2.53
H -0.66 4.22 0.39
H -0.56 4.07 -1.14
O -1.17 4.06 -0.41
H -2.57 2.69 1.19
H -1.83 2.30 -0.10
O -2.21 1.93 0.72
H 2.25 2.73 -1.29
H 1.45 1.66 -0.88
O 1.30 2.59 -1.10

---

Result of the stability comparison: B is the least stable of them.

---

A.
8
Properties=species:S:1:pos:R:3 method="wB97M-V/def2-TZVPD" gap_ev=8.735 lumo_energy_ev=-1.1 smiles=c1nncnn1
C -1.24 0.26 -0.02
N -0.90 -1.04 -0.02
N 0.40 -1.28 -0.06
C 1.28 -0.23 0.02
N 0.91 1.05 -0.04
N -0.42 1.32 -0.04
H -2.33 0.40 0.12
H 2.30 -0.49 0.04

---

B.
8
Properties=species:S:1:pos:R:3 method="wB97M-V/def2-TZVPD" gap_ev=9.050 lumo_energy_ev=-0.3
C -1.24 -0.28 -0.30
N -1.31 0.95 -0.50
N 0.36 1.84 -0.19
N 1.26 1.17 0.15
C 1.09 -0.44 0.35
N 0.02 -1.03 0.15
H -2.05 -1.01 -0.41
H 2.06 -0.82 0.68

---

Result of the stability comparison: B is the least stable of them.

---

A.
8
Properties=species:S:1:pos:R:3 method="wB97M-V/def2-TZVPD" gap_ev=9.207 lumo_energy_ev=5.0 total_charge=-1
O -1.00 -0.41 0.20
H -1.58 0.06 -0.42
O 0.55 1.24 1.28
H 0.44 1.29 2.23
H -0.17 0.56 0.89
O 0.61 -1.27 -1.64
H 0.05 -1.03 -0.81
H 1.09 -0.44 -1.72

---

B.
8
Properties=species:S:1:pos:R:3 method="wB97M-V/def2-TZVPD" gap_ev=9.321 lumo_energy_ev=4.9 total_charge=-1
O 0.73 0.19 0.03
H 1.03 1.01 0.21
O -0.45 0.56 -2.15
H -0.47 -0.35 -2.24
H -0.04 0.45 -1.08
O -0.27 -0.67 2.10
H 0.07 -0.29 1.20
H -0.70 -1.46 1.98

---

C.
8
Properties=species:S:1:pos:R:3 method="wB97M-V/def2-TZVPD" gap_ev=8.872 lumo_energy_ev=5.1 total_charge=-1
O -0.34 0.80 -0.31
H -1.15 1.31 -0.36
O -0.75 -0.12 2.04
H -1.05 -0.95 1.64
H -0.41 0.33 1.18
O 1.52 -0.74 -1.54
H 0.59 -0.85 -1.32
H 1.58 0.21 -1.34

---

D.
8
Properties=species:S:1:pos:R:3 method="wB97M-V/def2-TZVPD" gap_ev=8.961 lumo_energy_ev=5.0 total_charge=-1
O 1.06 0.02 0.55
H 1.88 -0.50 0.55
O -1.34 0.45 1.43
H -1.93 0.30 0.69
H -0.42 0.19 1.10
O 0.24 -0.50 -1.89
H 0.04 0.43 -2.02
H 0.66 -0.43 -0.96

---

Result of the stability comparison: B is the least stable of them.

---

A.
10
Properties=species:S:1:pos:R:3 method="wB97M-V/def2-TZVPD" gap_ev=8.608 lumo_energy_ev=-0.4 smiles="[H]/N=C/NSC=S"
H -2.09 1.40 -1.70
N -1.21 0.88 -1.82
C -1.00 0.16 -0.80
N 0.14 -0.61 -0.69
S 0.63 -1.50 0.64
C 1.31 -0.32 1.73
S 1.56 1.23 1.38
H -1.66 0.10 0.07
H 0.78 -0.50 -1.49
H 1.54 -0.85 2.68

---

B.
10
Properties=species:S:1:pos:R:3 method="wB97M-V/def2-TZVPD" gap_ev=8.676 lumo_energy_ev=-0.2
S 0.22 -0.07 3.36
C -0.42 -0.21 1.84
N 0.26 0.08 0.57
C -0.64 -0.03 -0.58
N -0.24 -0.04 -1.75
S 1.35 0.15 -2.03
H -1.39 -1.00 1.78
H 1.15 0.70 0.65
H -1.71 0.09 -0.37
H 1.43 0.35 -3.46

---

Result of the stability comparison: B is the least stable of them.

---

A.
10
Properties=species:S:1:pos:R:3 method="wB97M-V/def2-TZVPD" gap_ev=7.726 lumo_energy_ev=-0.9 smiles="S=NN=S.C=C"
S 3.46 1.63 0.03
N 2.68 0.26 0.02
N 2.65 -0.89 0.02
S 2.05 -2.24 -0.10
C 0.12 0.37 -0.22
C -0.60 -0.64 0.25
H 0.45 0.19 -1.15
H 0.47 1.20 0.30
H -1.06 -0.74 1.30
H -0.51 -1.50 -0.32

---

B.
10
Properties=species:S:1:pos:R:3 method="wB97M-V/def2-TZVPD" gap_ev="8.495 / 6.587" lumo_energy_ev="-0.5 / -1.6"
C 0.79 -0.74 0.41
C -0.08 -0.10 -0.65
N 2.00 -0.45 0.64
N -2.34 0.50 0.38
S 3.16 0.23 -0.28
S -1.09 1.29 -0.01
H 0.22 -1.34 1.10
H 0.68 0.34 -1.32
H -0.45 -0.89 -1.25
H -2.89 1.17 0.98

---

C.
10
Properties=species:S:1:pos:R:3 method="wB97M-V/def2-TZVPD" gap_ev=9.085 lumo_energy_ev=0.4 smiles="C=NSC(N)=S"
C 0.96 -2.10 0.07
N 0.32 -1.00 -0.02
S 1.12 0.44 0.26
C -0.14 1.63 0.12
N -1.34 1.12 -0.20
S 0.18 3.19 0.32
H 2.04 -2.23 0.20
H 0.45 -3.02 0.01
H -1.51 0.16 -0.42
H -2.06 1.81 -0.34

---

Result of the stability comparison: A is the least stable of them.

---

A.
78
Properties=species:S:1:pos:R:3 method="wB97M-V/def2-TZVPD" gap_ev=8.660 lumo_energy_ev=-1.4
O 1.19 -4.74 -1.08
H 1.48 -4.22 -1.83
H 1.16 -5.64 -1.40
O 4.76 0.76 0.06
H 5.44 0.27 0.51
H 4.95 0.64 -0.87
O 0.77 -4.03 2.01
H 1.70 -4.03 1.76
H 0.51 -3.12 1.94
O -1.18 -4.67 -3.20
H -1.69 -5.48 -3.19
H -1.32 -4.28 -2.34
O -0.04 3.87 -3.02
H 0.43 3.25 -2.46
H -0.36 4.54 -2.42
O 4.01 1.95 2.31
H 4.05 1.67 1.39
H 4.87 1.73 2.66
O 1.90 2.81 -0.03
H 2.65 2.22 -0.15
H 2.04 3.50 -0.67
O -3.90 -3.50 -0.62
H -3.84 -4.41 -0.30
H -3.00 -3.19 -0.62
O -4.63 4.41 -0.62
H -4.22 4.97 -1.28
H -3.91 3.85 -0.31
O 1.36 -0.92 -0.82
H 1.62 -1.05 0.09
H 2.18 -0.99 -1.32
O -1.10 -3.10 -0.70
H -0.89 -2.19 -0.91
H -0.25 -3.52 -0.58
O -5.24 -1.28 0.22
H -4.69 -0.58 0.58
H -4.68 -2.05 0.22
O -0.12 -2.32 -4.22
H -0.58 -3.12 -3.97
H 0.76 -2.42 -3.87
O -1.32 -1.94 5.37
H -1.74 -1.87 4.51
H -0.54 -1.40 5.31
O -2.52 5.16 3.32
H -3.16 5.72 2.89
H -1.99 4.80 2.60
O 0.91 -1.30 2.49
H 1.07 -1.41 3.42
H 1.02 -0.36 2.33
O -2.79 2.10 -0.51
H -2.10 1.48 -0.29
H -3.16 1.78 -1.33
O 3.65 -1.50 -2.15
H 4.27 -0.86 -2.52
H 3.88 -1.55 -1.22
O 0.88 1.57 2.52
H 0.63 2.05 3.31
H 1.52 2.14 2.09
O 1.10 -0.20 -5.66
H 0.58 -0.12 -6.46
H 0.56 -0.75 -5.08
O -3.39 1.04 -2.79
H -2.94 1.46 -3.52
H -3.86 0.31 -3.18
O 1.79 1.83 5.64
H 1.73 1.49 6.54
H 0.94 2.24 5.48
O 2.27 -3.58 -3.27
H 2.78 -2.81 -3.01
H 2.92 -4.18 -3.63
O -0.98 3.58 0.64
H -0.32 2.89 0.54
H -1.75 3.24 0.18
O -0.68 0.55 0.29
H -0.10 0.03 -0.27
H -0.10 0.94 0.94
O -0.21 3.64 4.47
H -0.24 4.42 3.90
H -0.83 3.83 5.16

---

B.
78
Properties=species:S:1:pos:R:3 method="wB97M-V/def2-TZVPD" gap_ev=11.154 lumo_energy_ev=0.1
O -0.12 0.13 -3.26
H 0.36 -0.65 -3.52
H -0.98 -0.19 -3.09
O 2.75 1.16 4.92
H 3.15 1.53 4.12
H 3.04 1.69 5.69
O 1.61 -2.06 -1.97
H 1.93 -1.43 -1.29
H 0.65 -2.20 -1.89
O -0.40 3.53 -3.91
H -0.11 3.49 -2.97
H -0.07 2.71 -4.25
O 5.27 -0.28 1.27
H 5.99 -0.56 1.86
H 4.69 0.30 1.78
O -3.28 2.97 3.59
H -3.37 3.83 3.19
H -2.33 2.83 3.65
O 1.40 -2.43 1.57
H 1.71 -3.20 1.08
H 0.41 -2.55 1.54
O 1.89 -4.93 -2.20
H 1.89 -5.75 -2.73
H 2.09 -4.19 -2.82
O -1.42 -2.51 -0.24
H -1.73 -2.10 -1.08
H -2.19 -3.06 -0.05
O 0.58 0.57 0.45
H 0.38 -0.39 0.44
H 0.40 0.87 1.36
O 3.52 -0.08 -0.63
H 4.39 -0.05 -0.20
H 3.01 0.57 -0.18
O -3.22 -0.87 -3.04
H -3.45 -1.52 -3.74
H -3.99 -0.75 -2.46
O -3.57 0.07 3.11
H -4.42 -0.23 2.78
H -3.65 1.00 3.30
O 3.14 1.18 -3.24
H 3.81 1.73 -3.67
H 3.64 0.69 -2.56
O -0.36 2.28 3.15
H 0.22 2.33 3.93
H -0.58 1.32 3.11
O 2.38 -2.17 -4.57
H 2.11 -1.76 -3.73
H 2.67 -1.46 -5.13
O -0.89 -0.43 2.86
H -0.42 -1.01 3.46
H -1.85 -0.49 3.03
O -2.75 2.53 -2.38
H -2.17 3.12 -2.91
H -2.80 1.64 -2.81
O 1.05 2.85 -1.48
H 1.66 2.43 -2.10
H 0.61 2.10 -1.09
O -0.60 -3.79 -2.90
H 0.12 -4.23 -2.39
H -0.26 -3.76 -3.83
O -4.86 -0.49 -0.86
H -5.46 0.27 -0.93
H -4.01 -0.10 -0.43
O -2.79 1.20 0.08
H -2.40 1.71 -0.66
H -2.02 1.10 0.69
O -5.36 -1.57 1.57
H -5.37 -1.18 0.68
H -6.12 -2.17 1.56
O 3.10 1.50 2.31
H 2.43 0.92 1.92
H 2.59 2.37 2.22
O 1.54 3.42 1.63
H 1.77 3.49 0.68
H 0.76 2.92 1.82
O 1.20 -1.43 4.32
H 1.52 -0.62 4.71
H 1.92 -1.71 3.77

---

Result of the stability comparison: A is the least stable of them.

---

A.
21
Properties=species:S:1:pos:R:3 method="wB97M-V/def2-TZVPD" gap_ev="5.797 / 5.799" lumo_energy_ev="-5.0 / -5.0" total_charge=+1
C 1.78 -1.18 -0.53
C 1.24 -2.38 -0.31
C 1.10 0.16 -0.53
C -0.70 0.84 1.24
C -1.51 1.98 0.53
C -0.15 -2.65 -0.14
C -0.35 0.32 -0.18
N -0.77 1.65 -0.77
O -0.70 -3.78 -0.38
H 2.77 -0.99 -0.84
H 1.88 -3.31 -0.27
H 1.55 0.97 0.11
H 1.26 0.44 -1.61
H 0.11 1.23 1.88
H -1.24 0.36 2.03
H -2.60 1.69 0.65
H -1.34 3.08 0.82
H -0.72 -1.79 -0.07
H -1.28 1.63 -1.73
H 0.06 2.34 -0.87
H -0.17 -4.53 -0.55

---

B.
21
Properties=species:S:1:pos:R:3 method="wB97M-V/def2-TZVPD" gap_ev=7.664 lumo_energy_ev=-3.9 total_charge=+1
C -2.32 -1.94 -0.52
N -2.88 -1.00 0.50
H -1.55 -1.44 -1.12
H -3.12 -2.29 -1.20
H -1.87 -2.82 -0.03
H -2.13 -0.67 1.14
H -3.31 -0.18 0.04
H -3.61 -1.48 1.07
O 0.52 0.44 2.22
C 2.21 1.32 -1.48
C 1.06 1.97 -1.04
C 2.81 0.35 -0.67
C 0.51 1.67 0.20
C 2.26 0.04 0.57
C 1.11 0.70 1.01
H 1.04 -0.26 2.68
H 2.65 1.56 -2.46
H 0.59 2.74 -1.67
H 3.71 -0.17 -1.01
H -0.40 2.17 0.56
H 2.73 -0.72 1.21

---

Result of the stability comparison: A is the least stable of them.

---

A.
48
Properties=species:S:1:pos:R:3 method="wB97M-V/def2-TZVPD" gap_ev=8.963 lumo_energy_ev=0.5 smiles="COc1cccc(NC(=O)COc2ccc(S(=O)(=O)NC(C)C)cc2)c1"
C -1.39 -6.01 -1.57
O -1.54 -5.14 -2.67
C -1.84 -3.84 -2.43
C -1.98 -3.03 -3.56
C -2.28 -1.69 -3.42
C -2.45 -1.14 -2.16
C -2.31 -1.95 -1.03
N -2.49 -1.35 0.22
C -2.32 -1.88 1.45
O -2.00 -3.01 1.72
C -2.60 -0.85 2.57
O -2.43 0.49 2.18
C -1.17 0.95 1.94
C -1.07 2.32 1.66
C 0.15 2.89 1.38
C 1.28 2.09 1.38
S 2.86 2.85 1.03
O 3.86 1.82 0.95
O 3.07 3.93 1.95
N 2.56 3.58 -0.44
C 2.85 2.89 -1.69
C 4.36 2.79 -1.96
C 2.20 1.52 -1.67
C 1.20 0.74 1.67
C -0.02 0.16 1.94
C -2.01 -3.30 -1.17
H -0.57 -5.69 -0.92
H -1.15 -6.99 -2.00
H -2.31 -6.09 -0.99
H -1.84 -3.47 -4.53
H -2.38 -1.07 -4.29
H -2.68 -0.09 -2.05
H -2.76 -0.37 0.19
H -1.98 -1.10 3.44
H -3.65 -0.94 2.85
H -1.98 2.91 1.67
H 0.25 3.94 1.17
H 2.93 4.52 -0.41
H 2.39 3.50 -2.48
H 4.54 2.28 -2.90
H 4.81 3.78 -1.99
H 4.82 2.22 -1.15
H 2.30 1.05 -2.65
H 1.14 1.61 -1.43
H 2.68 0.89 -0.93
H 2.11 0.15 1.66
H -0.07 -0.89 2.15
H -1.91 -3.89 -0.28

---

B.
48
Properties=species:S:1:pos:R:3 method="wB97M-V/def2-TZVPD" gap_ev=9.438 lumo_energy_ev=0.6 smiles="COc1ccc(S(=O)(=O)N2CCC(C(=O)NCc3ccco3)CC2)cc1"
C 5.00 -2.54 -1.71
O 4.64 -2.20 -0.39
C 3.40 -2.55 0.06
C 2.45 -3.24 -0.69
C 1.22 -3.53 -0.13
C 0.94 -3.14 1.16
S -0.70 -3.40 1.82
O -1.31 -4.52 1.16
O -0.65 -3.38 3.25
N -1.55 -2.04 1.35
C -1.13 -0.81 1.99
C -2.21 0.25 1.80
C -2.46 0.49 0.30
C -1.24 1.16 -0.34
O -0.47 0.62 -1.09
N -1.10 2.45 0.05
C -0.05 3.31 -0.48
C -0.61 4.52 -1.14
C -0.71 5.81 -0.72
C -1.37 6.51 -1.76
C -1.63 5.59 -2.72
O -1.17 4.38 -2.36
C -2.79 -0.85 -0.37
C -1.73 -1.91 -0.08
C 1.88 -2.46 1.92
C 3.11 -2.17 1.37
H 6.01 -2.16 -1.84
H 4.34 -2.07 -2.44
H 5.00 -3.63 -1.86
H 2.66 -3.55 -1.70
H 0.47 -4.07 -0.68
H -0.98 -1.04 3.04
H -0.18 -0.45 1.56
H -3.13 -0.12 2.25
H -1.91 1.17 2.30
H -3.31 1.17 0.18
H -1.79 2.89 0.63
H 0.51 2.69 -1.19
H 0.62 3.62 0.33
H -0.35 6.22 0.20
H -1.62 7.55 -1.78
H -2.11 5.67 -3.68
H -2.86 -0.71 -1.45
H -3.76 -1.19 0.00
H -2.05 -2.88 -0.45
H -0.80 -1.62 -0.57
H 1.63 -2.18 2.93
H 3.86 -1.64 1.93

---

Result of the stability comparison: B is the least stable of them.